# C16H40Li3N10O16

A structure of composition C16H40Li3N10O16 (the ωB97M-V functional and the def2-TZVPD basis, OMol25).

Each line ends with the Löwdin charge.
Cartesian coordinates (Å):
Li  2.5281  -2.7210  1.9831  0.7116
Li  1.9823  -0.7184  4.4436  0.7445
Li  1.7461  -3.4820  -1.7544  0.7051
C  1.3701  1.1241  1.3787  -0.0064
C  0.5726  1.5953  0.3611  -0.2824
C  0.0825  0.5754  -0.7200  -0.3245
O  -0.8398  0.8241  -1.6402  -0.1277
C  0.5986  -0.6807  -0.8161  -0.0169
C  1.4472  -1.2828  0.2745  -0.2693
C  1.7440  -0.3035  1.5502  -0.2660
O  2.3628  -0.8150  2.5154  -0.1744
O  1.9549  -2.3956  0.2294  -0.0728
O  0.5398  2.8937  0.2016  -0.0713
H  1.8705  1.7712  2.0838  0.0966
H  0.2238  -1.4050  -1.5240  0.0827
C  0.7851  -4.8743  4.8400  -0.0158
C  1.2544  -3.9011  3.7195  -0.7464
O  0.9658  -4.1738  2.5642  -0.0090
O  2.1227  -3.0137  4.0518  -0.2016
H  -0.0294  -5.4842  4.4492  0.0690
H  0.5465  -4.3438  5.7618  0.0611
H  1.5952  -5.5731  5.0488  0.0671
C  -0.6611  -4.2386  -3.1845  -0.0903
C  -0.9435  -4.8242  -1.8008  -0.7067
C  -1.6140  -6.1926  -1.9105  -0.0900
O  0.2081  -4.8922  -1.0864  -0.3413
H  0.3300  -4.4237  -3.5987  0.0594
H  -0.6409  -3.1708  -2.9667  0.0376
H  -1.5268  -4.5366  -3.7760  0.0651
H  -1.6422  -4.1743  -1.2739  0.0913
H  -1.8136  -6.6552  -0.9439  0.0682
H  -0.8627  -6.8296  -2.3773  0.0634
H  -2.4213  -6.2572  -2.6400  0.0517
C  2.4779  4.5675  3.6946  -0.7796
O  3.4828  4.1591  3.0858  0.0400
N  1.9746  5.7769  3.5931  0.1513
N  1.9342  3.9130  4.6358  0.1745
H  1.1243  5.8906  4.1262  0.0958
H  2.6092  6.4467  4.0037  0.1235
H  2.2824  2.9718  4.7502  0.1202
H  1.1038  4.2638  5.0913  0.1195
C  -3.5671  -1.8457  0.1459  -0.8587
O  -4.5030  -2.0712  0.7802  0.0802
N  -2.4998  -1.2043  0.6282  0.1853
N  -3.3698  -2.2261  -1.0487  0.1839
H  -2.4326  -0.9600  1.6059  0.0923
H  -1.7497  -0.9492  0.0018  0.0608
H  -4.0208  -2.8895  -1.4440  0.1285
H  -2.4411  -2.1130  -1.4293  0.0981
C  1.3879  -1.4164  -4.3268  -0.7434
O  1.7260  -2.1880  -3.4862  0.0025
N  0.5997  -0.3313  -4.2574  0.2021
N  1.7611  -1.5786  -5.5659  0.1615
H  0.3318  0.2365  -5.0486  0.1081
H  0.0851  -0.2560  -3.3916  0.0710
H  2.2787  -2.3898  -5.8725  0.1217
H  1.6048  -0.7884  -6.1753  0.1078
C  1.1170  3.7396  -3.9309  -0.7942
O  2.1682  3.1627  -4.1152  0.0238
N  0.6563  4.7352  -4.6743  0.1431
N  0.3075  3.4849  -2.9587  0.1905
H  -0.2736  5.0569  -4.4469  0.1024
H  1.1321  4.8824  -5.5530  0.1102
H  -0.1733  4.3585  -2.7979  0.1111
H  0.1952  2.7024  -2.3301  0.0772
C  -0.8864  0.0508  4.3836  -0.7350
O  -0.0314  -0.7069  4.7574  -0.0109
N  -2.1771  -0.3435  4.4167  0.1785
N  -0.6576  1.2434  3.8888  0.2035
H  -2.8574  0.3958  4.3131  0.1116
H  -2.2941  -1.1825  4.9667  0.1235
H  -1.4005  1.8867  3.6557  0.1183
H  0.2919  1.5636  3.7625  0.0810
O  -1.0909  4.4543  1.8965  -0.0701
H  -1.3079  4.1011  1.0337  -0.0036
H  -0.1576  4.2707  2.0032  -0.0132
O  -2.4866  2.0142  -4.5620  -0.0532
H  -1.7734  1.8622  -3.9419  -0.0071
H  -2.0684  1.9773  -5.4223  0.0204
O  2.3013  5.1753  0.3594  -0.0617
H  1.8472  4.4445  -0.0602  -0.0078
H  1.6946  5.4788  1.0347  -0.0092
O  -2.6437  3.2121  -0.8219  -0.0536
H  -3.3749  3.0823  -1.4259  0.0311
H  -2.0727  2.4584  -0.9709  -0.0152

The charge is -1. The LUMO energy comes out at 1.12 eV. The HOMO-LUMO gap is 0.1899 Eh.

=====

# C16H40N3O4S3

A cluster of 4 separate species, C16H40N3O4S3 in total (the ωB97M-V functional and the def2-TZVPD basis, OMol25).

Each line ends with the Löwdin charge.
Cartesian coordinates (Å):
C  1.3863  -3.2492  3.4202  -0.1211
O  2.2283  -2.9225  2.2228  -0.2429
C  1.2281  -2.9563  1.1087  -0.2297
C  1.5568  -1.8932  -0.0978  -0.1592
C  0.2053  -1.2732  -0.8343  -0.1920
C  -0.7044  -0.3269  0.2026  -0.1807
C  -2.2957  -0.3219  -0.1800  -0.1684
C  -3.2727  -1.1562  0.8288  -0.2507
C  -2.5752  -2.3804  1.6573  -0.1633
N  -2.1270  -3.5634  0.8188  0.0348
C  -2.8750  -3.6472  -0.4929  -0.1334
N  -2.2410  -4.0667  -1.6615  0.1775
N  -4.3184  -3.1982  -0.5226  0.0186
C  -4.5065  -1.7733  -0.0548  -0.1729
H  2.0368  -3.6116  4.3373  0.1131
H  0.5971  -4.0998  3.1437  0.0934
H  0.7269  -2.3067  3.7402  0.1071
H  1.0498  -4.0578  0.7012  0.1375
H  0.2124  -2.5988  1.6010  0.0569
H  2.1466  -2.5059  -0.9338  0.1199
H  2.3023  -1.0197  0.2258  0.1244
H  -0.4381  -2.0732  -1.3965  0.0730
H  0.6254  -0.5472  -1.6837  0.1237
H  -0.3081  0.7817  0.0021  0.1259
H  -0.4660  -0.5412  1.3357  0.1069
H  -2.4520  -0.7772  -1.2643  0.1096
H  -2.6808  0.7912  -0.2312  0.1340
H  -3.6581  -0.3770  1.6464  0.1674
H  -1.7237  -1.9915  2.3984  0.1305
H  -3.4187  -2.8121  2.3839  0.1406
H  -2.1967  -4.4714  1.3638  0.1630
H  -1.7356  -4.9855  -1.7328  0.1584
H  -2.2397  -3.3401  -2.4394  0.1641
H  -4.9264  -3.8779  -0.0146  0.1456
H  -4.7059  -0.9969  -0.9364  0.0965
H  -5.4715  -1.7724  0.6441  0.1459
C  6.2242  1.9570  2.0165  -0.2642
S  4.5237  1.3518  1.8946  0.7733
O  3.8253  1.7083  3.1732  -0.5616
C  4.9487  -0.4048  1.9782  -0.2705
H  6.2050  3.0493  2.0214  0.0113
H  6.6827  1.5986  2.9412  0.0631
H  6.7977  1.6097  1.1540  0.0601
H  5.4875  -0.6149  2.9053  0.0618
H  5.5652  -0.6724  1.1170  0.0556
H  4.0249  -0.9876  1.9562  0.0158
C  -7.4041  0.6180  -3.4315  -0.2619
S  -5.6435  0.4310  -3.8033  0.8328
O  -4.9141  0.3364  -2.4961  -0.5927
C  -5.4112  2.1101  -4.4357  -0.2610
H  -7.7656  -0.3108  -2.9841  0.0515
H  -7.5518  1.4406  -2.7277  0.0617
H  -7.9535  0.8115  -4.3557  0.0585
H  -5.6842  2.8391  -3.6688  0.0618
H  -6.0278  2.2532  -5.3260  0.0584
H  -4.3592  2.2397  -4.7003  0.0532
C  4.2139  5.1967  0.1079  -0.2610
S  5.9745  5.0098  -0.2639  0.8116
O  6.7039  4.9151  1.0433  -0.5597
C  6.2068  6.6889  -0.8962  -0.2678
H  3.8524  4.2679  0.5553  0.0345
H  4.0662  6.0193  0.8118  0.0631
H  3.6645  5.3902  -0.8163  0.0531
H  5.9338  7.4178  -0.1294  0.0601
H  5.5902  6.8319  -1.7866  0.0527
H  7.2589  6.8184  -1.1608  0.0526

The charge is +1. The LUMO energy comes out at -5.48 eV. The HOMO-LUMO gap is 0.1701 Eh.

=====

# C16H40O20SV4

A structure of composition C16H40O20SV4 (the ωB97M-V functional and the def2-TZVPD basis, OMol25).

Each line ends with the Löwdin charge.
Cartesian coordinates (Å):
O  3.8233  -1.7640  4.3590  -0.2637
V  2.2056  -1.7856  4.4921  1.2538
O  1.6851  -3.1973  4.1602  -0.2230
O  -0.9651  -7.6730  -2.1018  -0.2507
V  -0.1936  -6.2691  -1.7794  1.2627
O  1.0768  -6.7135  -0.9298  -0.2444
O  5.0774  2.9134  -4.0997  -0.2036
V  4.0925  1.8846  -4.8119  1.2956
O  3.3128  2.7293  -5.9592  -0.2394
O  -4.3603  3.1913  -4.3050  -0.2353
V  -4.7595  3.0036  -2.7555  1.2911
O  -6.1189  2.1743  -2.6644  -0.2252
S  0.1442  -0.0433  -0.5320  0.0806
O  0.0322  -1.4706  -0.6289  -0.3251
O  -1.0591  0.6126  -1.0111  -0.3730
O  0.3082  0.1824  0.8874  -0.3113
O  1.2956  0.4605  -1.2483  -0.3843
C  7.8318  -0.2819  -8.1813  -0.0710
O  7.7695  0.2422  -6.8227  -0.1991
C  8.8409  -0.2360  -6.0719  -0.2205
C  8.4102  -1.5378  -5.3569  -0.2216
O  7.5064  -1.1630  -4.3485  -0.1845
C  7.0241  -2.2727  -3.5409  -0.0845
H  8.6999  0.1380  -8.6895  0.0900
H  6.9262  -0.0274  -8.7319  0.0859
H  7.9616  -1.3640  -8.2004  0.0828
H  9.1741  0.4652  -5.3068  0.1295
H  9.7208  -0.3614  -6.7029  0.1234
H  9.3506  -1.9823  -5.0313  0.1262
H  7.9971  -2.2872  -6.0320  0.1182
H  6.7802  -3.1941  -4.0698  0.0828
H  6.0952  -2.0194  -3.0300  0.0740
H  7.7405  -2.5512  -2.7681  0.0880
C  -4.0261  -6.8437  1.4514  -0.0898
O  -4.0445  -5.7108  0.5616  -0.2055
C  -5.3787  -5.3009  0.2168  -0.2018
C  -5.3311  -4.1196  -0.7664  -0.1692
O  -4.5201  -4.5662  -1.8746  -0.1894
C  -4.5392  -3.7695  -3.0572  -0.1178
H  -3.0365  -7.2128  1.7210  0.0823
H  -4.5838  -7.5905  0.8863  0.0864
H  -4.5609  -6.6786  2.3867  0.0851
H  -6.0609  -5.1457  1.0526  0.1254
H  -5.8879  -6.1308  -0.2733  0.1202
H  -4.9391  -3.2151  -0.3014  0.1259
H  -6.3731  -3.9670  -1.0475  0.1231
H  -4.2816  -4.3281  -3.9571  0.0808
H  -3.9429  -2.8578  -3.0943  0.0789
H  -5.5314  -3.4244  -3.3477  0.0809
C  -1.5325  5.8831  -1.1806  -0.0986
O  -2.6673  5.6939  -0.3586  -0.2043
C  -2.4627  5.7641  1.0454  -0.2228
C  -3.7402  5.6684  1.7742  -0.1939
O  -4.4817  4.5307  1.2836  -0.1893
C  -5.7378  4.2588  1.9332  -0.1039
H  -0.6313  5.4270  -0.7709  0.0941
H  -1.3423  6.9539  -1.2527  0.0891
H  -1.7538  5.5531  -2.1956  0.0779
H  -2.0772  6.7643  1.2436  0.1338
H  -1.7283  5.0454  1.4091  0.1355
H  -4.3399  6.5293  1.4786  0.1337
H  -3.4230  5.6828  2.8169  0.1366
H  -6.4451  3.7722  1.2617  0.0764
H  -6.4091  5.0793  2.1867  0.0828
H  -5.6335  3.7468  2.8898  0.0874
C  -2.0276  -0.3218  6.1703  -0.1280
O  -0.8498  0.3228  6.5940  -0.2036
C  -1.0812  1.5846  7.3066  -0.1447
C  0.3081  2.2544  7.4603  -0.2245
O  1.0499  2.0881  6.3103  -0.2036
C  2.2560  2.7772  6.2438  -0.1049
H  -1.8943  -1.3871  5.9824  0.0794
H  -2.2859  0.0929  5.1959  0.0860
H  -2.9362  -0.2172  6.7632  0.0900
H  -1.5469  1.5133  8.2895  0.1269
H  -1.7038  2.2424  6.7001  0.1207
H  0.7973  1.7108  8.2686  0.1253
H  0.1698  3.3018  7.7284  0.1314
H  2.8944  2.2346  6.9409  0.0901
H  2.2407  3.8333  6.5132  0.0943
H  2.6270  2.6760  5.2238  0.0907

The charge is +2. The energy above the lowest of the compared OMol25 structures with the same formula, charge and spin is 2446.1 kJ/mol. The LUMO energy comes out at -8.27 eV. The HOMO-LUMO gap is 0.0763 Eh.

=====

# C16H40O4

A cluster of 4 separate species, C16H40O4 in total (the ωB97M-V functional and the def2-TZVPD basis, OMol25).

Each line ends with the Löwdin charge.
Cartesian coordinates (Å):
C  3.8308  0.2061  0.3924  -0.0469
C  4.4811  1.5548  0.1918  -0.1936
O  4.3016  2.4315  1.3618  -0.1493
C  4.9336  3.5899  1.3327  -0.3756
C  4.6780  4.1819  2.6734  -0.0649
H  2.7842  0.2662  0.5789  0.0689
H  4.3541  -0.1728  1.1639  0.0359
H  4.0279  -0.6176  -0.3048  0.0860
H  4.3283  2.0272  -0.6834  0.0700
H  5.6298  1.5784  0.1998  0.1355
H  4.6978  4.4027  0.5299  0.1495
H  6.0093  3.3137  1.1741  0.1229
H  5.4677  4.9420  2.8768  0.0972
H  4.9466  3.6780  3.3911  -0.0270
H  3.7563  4.7854  2.8550  0.1069
C  -0.0026  -0.3135  2.8988  -0.0440
C  -1.4414  -0.2722  2.3430  -0.2506
O  -2.1665  0.5568  3.2529  -0.1877
C  -3.5404  0.7267  2.9018  -0.3157
C  -4.1970  1.5988  3.9001  -0.0800
H  0.0983  -0.7875  3.8395  0.0675
H  0.4607  0.5207  2.6844  0.0091
H  0.7104  -0.9966  2.3322  0.0868
H  -2.0283  -1.2389  2.0689  0.1270
H  -1.6348  0.2873  1.3246  0.1252
H  -4.1066  -0.1740  2.6175  0.1206
H  -3.5239  1.3719  1.9153  0.1378
H  -3.9425  1.0017  4.8879  0.1278
H  -5.2687  1.3968  3.8355  0.0794
H  -3.9548  2.5530  3.9402  0.0179
C  -3.7536  -3.4835  -0.1989  -0.0997
C  -2.7032  -2.5781  -0.8135  -0.2889
O  -3.1986  -1.2664  -0.9924  -0.1496
C  -2.6416  -0.4405  -1.9421  -0.3590
C  -3.0795  0.8624  -1.7462  -0.0624
H  -3.5998  -4.4761  -0.3695  0.0173
H  -4.8630  -3.4454  -0.4900  0.1001
H  -3.9067  -3.2877  0.9453  0.0988
H  -2.2858  -3.2747  -1.6271  0.1362
H  -1.7251  -2.5479  -0.1970  0.1131
H  -3.0797  -0.8813  -2.8198  0.1324
H  -1.5980  -0.7126  -1.9656  0.1110
H  -2.6558  1.4571  -0.8139  0.1441
H  -4.0898  0.8524  -2.0003  0.0862
H  -2.6093  1.2379  -2.4919  0.0105
C  1.0678  -2.1833  -0.7407  0.0131
C  1.7534  -1.7322  -2.0928  -0.1325
O  0.5739  -1.4937  -2.9109  -0.1190
C  0.8652  -0.9530  -4.2665  -0.2496
C  -0.3713  -0.7605  -4.9492  -0.0586
H  0.2483  -2.7476  -0.7933  0.0349
H  0.7274  -1.4176  -0.3341  -0.0047
H  1.7527  -2.5064  -0.2333  -0.0055
H  2.3703  -2.3160  -2.4895  0.0410
H  2.2862  -0.8353  -1.8704  0.0969
H  1.5009  -1.3760  -4.8656  0.0791
H  1.2138  -0.0699  -4.3121  0.0622
H  -0.1350  -0.3421  -5.8194  0.0555
H  -0.8145  -0.0283  -4.3539  0.0679
H  -0.9387  -1.6523  -4.9213  0.0926

Its structure (SMILES) is CCOCC.CCOCC.CCOCC.CCOCC. The energy above the lowest of the compared OMol25 structures with the same formula, charge and spin is 252.7 kJ/mol. The LUMO energy comes out at 0.72 eV. The HOMO-LUMO gap is 0.3605 Eh.